(1)
{"formula": "C40H42AsCl2N5PbS6Si", "method": "the ωB97M-V functional and the def2-TZVPD basis", "e_lumo_ev": [3.52, 3.53], "homo_lumo_gap_ev": [4.21, 3.42], "de_lowest_ev": 1.472, "total_energy_ha": -7850.927010, "charge": -2, "elements": ["Pb", "As", "Cl", "Cl", "S", "S", "S", "S", "S", "S", "Si", "N", "N", "N", "N", "N", "C", "C", "C", "C", "C", "C", "C", "C", "C", "C", "C", "C", "C", "C", "C", "C", "C", "C", "C", "C", "C", "C", "C", "C", "C", "C", "C", "C", "C", "C", "C", "C", "C", "C", "C", "C", "C", "C", "C", "C", "H", "H", "H", "H", "H", "H", "H", "H", "H", "H", "H", "H", "H", "H", "H", "H", "H", "H", "H", "H", "H", "H", "H", "H", "H", "H", "H", "H", "H", "H", "H", "H", "H", "H", "H", "H", "H", "H", "H", "H", "H", "H"], "coordinates": [[1.090, -0.345, -0.369], [-3.912, -0.933, 2.650], [4.646, -0.975, -0.582], [3.938, 0.768, -2.847], [-3.214, -3.034, 2.006], [-1.329, -0.980, 0.379], [3.746, -4.743, 4.386], [-1.231, -2.780, 1.407], [0.251, 4.438, 5.376], [-2.807, -0.347, 4.328], [-0.355, -1.083, -3.541], [-0.305, 1.422, -2.266], [2.195, -1.953, 1.100], [0.112, -4.549, 7.188], [-2.148, 7.460, 2.901], [0.702, 1.671, 1.786], [-0.306, 1.511, 2.645], [-1.665, 4.030, -2.051], [2.113, -3.314, 0.983], [2.337, -4.683, 5.495], [-0.349, 3.866, -2.809], [0.419, 2.685, -2.208], [-0.824, 7.550, 3.026], [1.153, -3.733, 7.337], [-0.057, -3.398, -7.007], [-2.461, 2.728, -2.150], [3.168, -3.676, 3.116], [-0.684, 5.631, 4.437], [1.185, -1.151, -5.983], [-2.096, -1.712, -3.183], [-3.236, -1.142, -3.752], [-4.650, -2.736, -2.638], [-0.543, -2.791, -5.857], [1.232, -5.505, 5.294], [-2.272, -2.794, -2.319], [3.230, -2.262, 3.255], [0.482, 3.271, 4.041], [5.171, 0.339, -1.648], [2.280, -3.758, 6.532], [2.560, -4.183, 1.936], [-2.736, 6.441, 3.528], [2.733, -1.470, 2.261], [-1.621, 1.555, -1.633], [-2.061, 5.509, 4.298], [-0.456, 2.282, 3.789], [-0.385, 0.831, -3.612], [1.066, -2.886, -7.643], [-0.052, 6.675, 3.770], [0.072, -1.663, -5.309], [1.618, 2.595, 2.059], [0.159, -5.398, 6.162], [0.929, -1.725, -2.382], [-4.501, -1.647, -3.487], [1.679, -1.749, -7.133], [1.554, 3.424, 3.164], [-3.533, -3.302, -2.041], [1.080, -3.027, 8.159], [-3.812, 6.379, 3.408], [-0.557, 3.669, -3.866], [0.692, -2.760, -2.113], [1.902, -1.744, -2.886], [2.760, -0.388, 2.351], [0.259, 4.773, -2.748], [3.659, -1.816, 4.143], [-3.370, 2.785, -1.547], [2.440, 2.668, 1.350], [-2.763, 2.565, -3.189], [-1.415, -3.202, -5.359], [-5.375, -1.189, -3.936], [-0.363, 8.381, 2.501], [2.552, -1.338, -7.628], [2.314, 4.172, 3.348], [-1.462, 1.699, -0.557], [1.221, -6.214, 4.477], [-1.410, -3.244, -1.844], [2.453, -5.251, 1.795], [1.385, 2.556, -2.702], [-2.245, 4.870, -2.444], [-3.138, -0.286, -4.414], [-3.639, -4.128, -1.350], [-5.635, -3.144, -2.442], [1.469, -3.375, -8.522], [-1.276, 1.184, -4.152], [5.366, 1.213, -1.038], [-1.286, 2.099, 4.460], [-0.545, -4.281, -7.403], [0.610, 2.904, -1.150], [-1.017, 0.723, 2.409], [-2.156, 0.612, -1.758], [3.106, -3.082, 6.707], [1.673, -3.677, 0.061], [0.478, 1.165, -4.199], [-2.589, 4.701, 4.786], [6.052, 0.012, -2.186], [1.687, -0.273, -5.588], [-1.446, 4.243, -0.999], [-0.713, -6.032, 6.039], [1.019, 6.801, 3.844]], "mulliken_charge": [0.6061, 0.1441, -0.0376, -0.0610, -0.4175, -0.5040, -0.2437, -0.0713, -0.1828, -0.5781, -0.4404, 1.0192, 0.2742, -0.6295, -0.6301, 0.2456, 0.3449, -0.8162, -0.5909, 0.3891, -0.6541, -0.4455, -0.3855, -0.3576, -0.6712, -0.8505, 0.1336, 0.4183, -0.4431, 0.8519, -0.0016, -0.5437, -0.4160, -0.2273, -0.4283, -0.5798, -0.0070, -0.4705, -0.1542, -0.5890, -0.4074, -0.4182, -0.7771, -0.1922, -0.4427, -0.8523, -0.4069, -0.1672, 0.6229, -0.5304, -0.3548, -1.0147, -0.6401, -0.6260, -0.6287, -0.5165, 0.3295, 0.3795, 0.2653, 0.2421, 0.4049, 0.2612, 0.4249, 0.2873, 0.4697, 0.4112, 0.2576, 0.3122, 0.3574, 0.3578, 0.3809, 0.4428, 0.3932, 0.3145, 0.2168, 0.3910, 0.2720, 0.4169, 0.3313, 0.3940, 0.3421, 0.3416, 0.1081, 0.2672, 0.3584, 0.3750, 0.0244, -0.1118, 0.1954, 0.3500, 0.2987, 0.6937, 0.3644, 0.3368, 0.1410, 0.2715, 0.3356, 0.3470]}



(2)
{"formula": "C40H42F8N2O19S2", "method": "the ωB97M-V functional and the def2-TZVPD basis", "e_lumo_ev": 0.07, "smiles": "COCCCCCN1c2cc(N=C=S)cc(CCCC(=O)O)c2Sc2cccc(COC(F)(F)F)c21.O=C1OC[C@@H](F)O1.O=C1OC[C@@H](F)O1.O=C1OC[C@@H](F)O1.O=C1OC[C@@H](F)O1.O=C1OC[C@@H](F)O1", "homo_lumo_gap_ev": 7.62, "total_energy_ha": -4683.756357, "charge": 0, "elements": ["S", "S", "F", "F", "F", "F", "F", "F", "F", "F", "O", "O", "O", "O", "O", "O", "O", "O", "O", "O", "O", "O", "O", "O", "O", "O", "O", "O", "O", "N", "N", "C", "C", "C", "C", "C", "C", "C", "C", "C", "C", "C", "C", "C", "C", "C", "C", "C", "C", "C", "C", "C", "C", "C", "C", "C", "C", "C", "C", "C", "C", "C", "C", "C", "C", "C", "C", "C", "C", "C", "C", "H", "H", "H", "H", "H", "H", "H", "H", "H", "H", "H", "H", "H", "H", "H", "H", "H", "H", "H", "H", "H", "H", "H", "H", "H", "H", "H", "H", "H", "H", "H", "H", "H", "H", "H", "H", "H", "H", "H", "H", "H", "H"], "coordinates": [[2.775, -0.874, 6.942], [1.341, -2.178, -0.294], [-2.629, 5.225, -7.971], [3.790, -7.509, 5.273], [5.637, -6.239, 4.915], [-8.632, 4.936, -8.283], [6.838, -2.934, 8.917], [-13.622, 4.580, -5.603], [5.556, -8.395, 4.330], [-1.849, 1.373, -3.950], [7.785, -1.418, 7.552], [-7.306, 6.756, -8.227], [-11.712, 8.574, -5.691], [9.954, -1.934, 7.889], [-1.995, 1.777, -1.738], [-6.729, 8.935, -8.380], [-5.295, 2.794, -5.401], [4.340, -6.961, 3.170], [-0.814, -3.974, 1.959], [-13.876, 7.999, -5.437], [-3.134, 3.722, -1.803], [9.407, -0.122, 6.662], [-2.334, 2.961, 0.159], [-12.295, 6.397, -5.542], [-1.793, -2.553, 3.353], [-3.621, 3.824, -6.514], [-5.711, 3.846, -7.350], [-8.891, 8.356, -8.123], [9.584, -3.895, 3.236], [1.843, 0.958, 5.021], [3.352, -2.737, 1.828], [-7.563, 8.101, -8.258], [2.029, 0.175, 5.960], [1.710, 0.166, 3.779], [-1.457, -2.953, 2.059], [-1.964, -0.566, 1.077], [1.429, -1.257, 1.293], [-2.679, 1.826, -2.979], [4.775, -2.648, 2.094], [2.501, -1.684, 2.225], [4.838, -7.226, 4.419], [2.619, -0.946, 3.476], [0.494, -0.166, 1.622], [9.286, -4.434, 4.518], [-3.523, 4.214, -7.873], [-9.561, 7.098, -8.140], [9.113, -2.522, 3.137], [1.144, -5.018, -0.318], [1.784, -3.865, 0.275], [-8.479, 6.155, -7.708], [-4.915, 3.430, -6.333], [7.595, -2.580, 2.726], [5.498, -1.324, 1.656], [-12.548, 7.740, -5.570], [7.834, -2.751, 8.016], [-13.468, 5.795, -5.026], [9.179, -2.836, 8.675], [9.082, -1.064, 7.307], [4.076, -5.535, 2.997], [-0.635, 0.179, 0.598], [2.791, -3.941, 1.357], [2.443, -6.484, 1.231], [1.457, -6.377, 0.146], [-14.549, 6.743, -5.456], [-4.912, 4.684, -8.185], [-1.950, -2.122, 0.825], [-2.965, 3.286, -3.151], [0.634, 0.562, 2.882], [7.049, -1.273, 2.034], [-2.473, 2.836, -1.015], [3.081, -5.307, 1.824], [10.074, -4.160, 5.287], [5.448, -1.276, 0.530], [-5.074, 5.728, -7.913], [5.080, -5.076, 2.769], [7.701, -3.437, 7.175], [-8.385, 6.041, -6.626], [7.013, -2.697, 3.690], [-1.441, -2.434, -0.120], [2.646, -7.524, 1.587], [4.953, -2.761, 3.209], [9.719, -1.967, 2.376], [7.313, -0.398, 2.679], [-1.719, -3.367, 3.884], [0.940, -7.256, -0.295], [-14.907, 6.538, -6.468], [9.235, -2.089, 4.173], [-0.063, 1.407, 3.100], [-5.170, 4.552, -9.235], [9.597, -3.841, 8.646], [-9.919, 6.892, -9.152], [-15.400, 6.742, -4.776], [3.416, -1.233, 4.201], [-2.169, -0.366, 2.167], [-2.131, 3.827, -3.605], [-2.846, -0.148, 0.510], [9.160, -2.492, 9.711], [7.629, -1.142, 1.075], [-3.187, 3.367, -8.475], [8.293, -4.089, 4.913], [-0.409, -0.146, -0.445], [9.254, -5.558, 4.522], [5.299, -3.508, 1.600], [4.979, -0.407, 2.044], [-3.570, 1.195, -2.933], [-3.031, -2.430, 0.697], [-13.374, 5.679, -3.943], [-3.862, 3.468, -3.737], [0.386, -4.835, -1.120], [-10.410, 7.097, -7.459], [7.381, -3.512, 2.140], [-0.898, 1.266, 0.593], [3.685, -5.057, 3.931]], "mulliken_charge": [-0.2628, -0.3960, -0.2819, -0.2679, -0.1668, -0.2927, -0.3100, -0.2777, -0.2704, -0.2892, -0.2734, -0.2121, -0.4954, -0.3211, -0.1667, -0.5061, -0.5330, -0.3657, -0.5565, -0.3152, -0.3582, -0.5035, -0.5060, -0.2805, -0.4824, -0.2627, -0.2848, -0.3123, -0.4535, -0.5364, 0.6696, 0.5669, 0.4724, 0.3617, 0.4247, -0.5696, -0.3289, 0.2720, -1.2718, -0.2298, 0.8218, -0.3466, 0.4788, -0.2484, 0.3349, 0.1601, -0.3852, -0.4539, 0.6385, 0.3004, 0.6604, 0.1729, -0.7129, 0.6584, 0.6295, 0.3003, -0.4516, 0.6598, -0.1660, -0.5806, -0.2883, -0.6269, -0.8156, -0.4259, -0.4071, -0.3389, -0.1598, -0.5186, -0.7856, 0.5398, 0.5383, 0.2557, 0.2705, 0.2347, 0.0953, -0.0151, 0.3158, 0.0397, 0.0716, 0.3402, 0.3633, 0.3639, 0.3080, 0.3537, 0.3562, 0.2779, 0.0973, 0.4638, 0.2974, 0.2940, 0.2683, 0.2714, 0.2919, 0.3710, 0.2411, 0.3427, 0.2868, 0.3058, 0.2855, -0.1063, 0.4410, 0.3014, 0.6855, 0.2790, 0.3190, 0.4945, 0.2811, 0.0411, 0.3201, -0.2940, 0.1956, 0.1709, 0.4142]}



(3)
{"formula": "C40H42N2P", "method": "the ωB97M-V functional and the def2-TZVPD basis", "e_lumo_ev": -4.03, "homo_lumo_gap_ev": 5.58, "de_lowest_ev": 0.000, "total_energy_ha": -2000.058065, "charge": 1, "elements": ["P", "N", "N", "C", "C", "C", "C", "C", "C", "C", "C", "C", "C", "C", "C", "C", "C", "C", "C", "C", "C", "C", "C", "C", "C", "C", "C", "C", "C", "C", "C", "C", "C", "C", "C", "C", "C", "C", "C", "C", "C", "C", "C", "H", "H", "H", "H", "H", "H", "H", "H", "H", "H", "H", "H", "H", "H", "H", "H", "H", "H", "H", "H", "H", "H", "H", "H", "H", "H", "H", "H", "H", "H", "H", "H", "H", "H", "H", "H", "H", "H", "H", "H", "H", "H"], "coordinates": [[-2.052, 0.689, 0.117], [2.379, -5.342, 2.421], [4.907, 3.465, 2.488], [-2.896, 2.173, -0.556], [-4.346, -0.882, 0.849], [-1.733, 0.041, 4.088], [2.041, -4.131, 1.919], [1.502, -5.758, 3.500], [4.269, 4.767, 2.508], [-7.214, -2.210, -1.253], [0.491, -2.337, 2.372], [2.603, -3.453, 0.824], [2.693, 2.976, 2.233], [-4.288, 2.238, -0.732], [-2.221, 1.196, 4.714], [-1.917, -0.117, 2.722], [-2.717, 4.448, -1.371], [4.299, 1.094, 2.203], [-4.770, 5.805, -1.912], [2.757, 4.432, 2.556], [1.675, 2.136, 1.848], [-5.565, -1.451, 0.485], [-4.884, 3.390, -1.236], [6.334, 3.334, 2.326], [3.248, 0.235, 1.984], [2.119, -2.195, 0.539], [-4.879, -1.469, -1.830], [-4.110, 4.521, -1.509], [0.617, -4.519, 3.766], [-2.203, 1.284, 6.212], [-2.301, 0.968, 1.911], [4.011, 2.460, 2.323], [1.120, -1.566, 1.355], [-2.744, 2.147, 2.533], [-5.858, -1.709, -0.856], [0.989, -3.577, 2.676], [0.909, -0.142, 1.260], [-3.663, -0.892, -1.480], [-3.426, -0.498, -0.144], [1.930, 0.729, 1.681], [-2.107, 3.286, -0.908], [-2.745, 2.229, 3.927], [3.345, -6.227, 1.829], [-1.746, -1.089, 2.256], [-6.308, -1.672, 1.254], [-0.066, 0.276, 1.006], [2.187, 5.065, 1.873], [2.079, -6.079, 4.377], [3.495, -7.073, 2.507], [-3.160, 3.111, 4.425], [2.389, 4.611, 3.577], [-5.964, 3.419, -1.394], [-4.151, -0.701, 1.905], [6.639, 2.323, 2.617], [5.321, 0.738, 2.313], [0.662, 2.504, 1.675], [0.829, -4.100, 4.761], [-0.443, -4.794, 3.729], [-2.903, -0.702, -2.238], [6.844, 4.076, 2.955], [-5.843, 5.650, -2.057], [-2.110, 5.322, -1.616], [-7.141, -3.144, -1.819], [4.296, -5.701, 1.674], [-3.122, 2.978, 1.938], [-2.700, 2.197, 6.550], [0.873, -6.604, 3.181], [-1.183, 1.282, 6.616], [3.395, -3.918, 0.241], [-2.721, 0.430, 6.667], [3.420, -0.840, 2.008], [-1.022, 3.234, -0.794], [-4.922, 1.391, -0.470], [3.015, -6.611, 0.851], [-5.092, -1.708, -2.875], [4.610, 5.348, 3.374], [-0.284, -1.927, 3.017], [-4.644, 6.574, -1.141], [-7.739, -1.488, -1.889], [-7.831, -2.380, -0.368], [4.519, 5.349, 1.604], [-1.245, -0.744, 4.673], [2.546, -1.618, -0.278], [-4.347, 6.205, -2.839], [6.650, 3.499, 1.280]], "mulliken_charge": [0.5068, 0.0781, 0.0149, 0.0640, -0.0025, -1.2441, 0.0724, -0.7529, -0.7232, -1.4475, -0.2546, -0.5869, 0.6342, -0.2341, 0.9070, -0.6722, -0.6991, -1.6317, -1.4840, -0.7178, -0.4810, -0.8561, -0.9893, -0.9528, -0.5969, -0.7429, -0.6055, 1.0564, -0.6957, -1.5527, 0.8738, 0.7683, -0.2103, -0.4477, 1.0427, 0.2352, 1.2406, -0.5297, -0.0353, 0.6637, -0.3174, -0.8904, -1.0957, 1.1534, 0.3047, -0.5804, 0.3927, 0.3755, 0.3612, 0.3247, 0.2771, 0.2938, 0.2745, 0.3141, 0.2234, 0.4905, 0.2908, 0.3170, 0.3845, 0.3173, 0.3458, 0.3851, 0.3450, 0.3382, 0.3903, 0.3783, 0.3110, 0.3138, 0.4241, 0.3348, 0.3636, 0.3883, 0.2901, 0.3249, 0.3860, 0.3646, 0.1751, 0.3035, 0.3060, 0.3535, 0.3421, 0.4314, 0.4986, 0.3554, 0.3278]}